## i
Here is a structure of composition C29H41N6Si2V from the Open Molecules 2025 dataset. Energies are from ωB97M-V/def2-TZVPD.

Calculated values
- Net charge: +1
- 2S+1: 2
- HOMO-LUMO gap (alpha / beta): 7.25 / 7.41 eV
- HOMO (alpha / beta): -10.65 / -10.70 eV

CARTESIAN COORDINATES (ANGSTROEM)
C1 -1.097 1.076 4.559
C2 -1.115 -2.303 -0.768
H1 4.370 -0.141 -0.874
C3 -1.940 -1.546 1.346
H2 0.360 1.803 3.161
C4 -2.095 -3.283 -0.792
H3 3.102 1.969 2.997
H4 1.192 -1.515 2.730
C5 -4.073 1.114 -0.051
H5 -0.103 5.368 1.642
N1 1.306 -3.418 0.834
C6 -0.674 3.454 0.854
H6 2.819 -1.672 3.344
C7 -3.038 -3.366 0.232
C8 2.978 1.805 1.923
C9 2.092 -0.947 2.971
H7 -2.766 3.914 -1.107
H8 5.032 -0.375 -3.206
H9 -3.413 0.458 -3.304
H10 -3.827 -4.105 0.188
C10 -0.340 2.477 -0.081
H11 0.920 -0.475 -4.374
N2 1.816 -0.187 0.097
H12 -1.679 0.195 -3.117
H13 -3.964 0.162 0.473
C11 1.307 -0.289 -2.283
H14 -5.009 1.078 -0.616
H15 -4.169 1.910 0.693
C12 -1.023 -1.410 0.297
N3 0.603 -3.950 1.958
H16 2.090 2.357 1.600
H17 1.869 5.559 0.144
C13 0.130 4.581 0.937
H18 3.833 2.266 1.422
H19 4.676 -1.648 0.894
H20 0.921 -4.883 2.200
H21 -2.140 -3.978 -1.622
C14 1.682 -0.419 -3.606
N4 -1.134 1.296 -0.256
C15 -2.716 3.151 -1.887
H22 4.968 -0.844 2.437
C16 4.619 -0.688 1.414
C17 3.602 -0.238 -1.624
H23 2.254 -3.214 1.126
C18 1.233 4.685 0.109
N5 0.747 2.565 -0.859
C19 -0.437 1.095 3.355
C20 -1.737 -0.654 2.503
C21 3.980 -0.363 -2.955
H24 -1.555 3.332 1.471
C22 -2.117 0.146 4.730
C23 3.026 -0.476 -3.953
H25 -2.663 0.103 5.663
C24 2.733 3.683 -1.662
Si1 2.880 -0.028 1.534
N6 -0.745 0.255 2.354
H26 -2.831 -0.814 -2.227
H27 3.322 -0.602 -4.986
C25 1.527 3.644 -0.771
H28 -1.840 3.361 -2.505
Si2 -2.651 1.429 -1.199
H29 1.363 -4.075 0.060
C26 -2.435 -0.719 3.703
H30 -3.603 3.259 -2.516
H31 -0.822 1.769 5.340
H32 -0.406 -2.254 -1.585
H33 5.311 -0.002 0.927
C27 -2.632 0.197 -2.584
C28 -2.960 -2.499 1.305
H34 3.650 3.663 -1.069
H35 -0.375 -4.013 1.699
H36 -3.700 -2.559 2.093
C29 2.258 -0.233 -1.259
V1 0.101 0.250 0.527
H37 2.729 2.822 -2.328
H38 0.255 -0.208 -2.037
H39 -3.221 -1.449 3.826
H40 1.867 -0.271 3.799
H41 2.748 4.599 -2.253

Mulliken population analysis, charges in e, atoms 1 to 6: -1.006 -0.756 0.265 0.093 0.347 -0.664

---

## ii
Here is a structure of composition C29H41N6Si2V from the Open Molecules 2025 dataset. Energies are from ωB97M-V/def2-TZVPD.

Calculated values
- Net charge: +1
- 2S+1: 2
- HOMO-LUMO gap (alpha / beta): 7.18 / 7.41 eV
- HOMO (alpha / beta): -10.62 / -10.67 eV

CARTESIAN COORDINATES (ANGSTROEM)
H1 -0.416 -2.269 -1.545
H2 -5.013 1.035 -0.635
H3 -4.170 1.852 0.679
Si1 2.896 -0.050 1.534
H4 1.143 -1.540 2.640
C1 -2.737 3.153 -1.924
C2 2.770 3.682 -1.641
H5 3.668 3.655 -1.020
C3 -1.140 1.127 4.577
H6 0.823 -4.969 2.259
H7 -0.360 -3.974 1.709
H8 -0.127 5.433 1.578
H9 -1.665 0.221 -3.175
C4 -1.751 -0.634 2.535
C5 3.005 -0.322 -3.974
H10 4.964 -0.950 2.385
C6 -4.072 1.074 -0.081
C7 -1.941 -1.542 1.387
H11 -3.805 -4.135 0.275
H12 1.466 -4.269 0.158
N1 -0.769 0.283 2.386
H13 2.340 -3.389 1.215
H14 1.809 -0.346 3.771
C8 -1.122 -2.316 -0.725
H15 -0.872 1.828 5.353
N2 1.397 -3.569 0.892
C9 2.262 -0.201 -1.270
H16 0.321 1.845 3.167
H17 5.017 -0.242 -3.241
C10 1.663 -0.316 -3.614
C11 -1.039 -1.409 0.327
H18 5.321 -0.105 0.884
C12 2.042 -0.991 2.921
C13 -2.099 -3.301 -0.733
H19 -3.674 -2.580 2.170
H20 -3.943 0.113 0.420
H21 4.383 -0.111 -0.901
H22 2.818 4.592 -2.240
V1 0.093 0.268 0.519
H23 -2.151 -4.003 -1.556
N3 1.832 -0.173 0.087
C14 3.967 -0.253 -2.980
H24 -3.623 3.240 -2.556
C15 -2.952 -2.505 1.368
H25 3.225 1.903 3.033
H26 2.772 2.816 -2.299
C16 -0.350 2.531 -0.123
C17 3.047 1.774 1.962
H27 -1.865 3.379 -2.542
H28 -3.407 0.417 -3.330
H29 2.159 2.357 1.697
C18 0.114 4.634 0.888
H30 1.883 5.585 0.120
C19 1.538 3.669 -0.786
H31 4.629 -1.732 0.842
C20 -2.147 0.185 4.753
H32 3.888 2.231 1.435
H33 3.293 -0.380 -5.014
C21 1.235 4.720 0.081
H34 -2.689 0.137 5.688
C22 -0.692 3.508 0.807
N4 -1.134 1.341 -0.289
H35 -1.577 3.389 1.419
C23 3.605 -0.189 -1.641
N5 0.611 -4.010 1.999
C24 1.299 -0.258 -2.281
C25 -2.452 -0.696 3.734
C26 -0.476 1.139 3.372
C27 -2.607 0.182 -2.624
H36 0.894 -0.356 -4.374
H37 -2.809 3.915 -1.148
N6 0.745 2.602 -0.887
H38 2.744 -1.747 3.281
H39 -2.761 -0.838 -2.272
C28 4.610 -0.775 1.365
H40 -3.226 -1.437 3.868
H41 0.245 -0.233 -2.030
C29 -3.028 -3.383 0.301
Si2 -2.652 1.422 -1.236

Mulliken population analysis, charges in e, atoms 1 to 6: 0.471 0.450 0.287 0.485 0.040 -1.170

---

Which structure is the least stable? The one labeled i.

---

## i
Here is a cluster of 3 separate species, C2H9O2S in total from the Open Molecules 2025 dataset. Energies are from ωB97M-V/def2-TZVPD.

Calculated values
- Net charge: -1
- HOMO-LUMO gap: 6.95 eV
- HOMO: -3.01 eV

CARTESIAN COORDINATES (ANGSTROEM)
H1 0.167 1.356 -1.194
H2 1.452 1.376 0.021
O1 -2.016 -0.925 -2.225
H3 -1.130 -0.877 -1.803
H4 1.287 -2.385 1.266
S1 0.216 -0.802 0.026
H5 -0.413 1.160 1.777
C1 -0.564 1.654 0.819
H6 -1.581 1.430 0.483
O2 1.978 -2.862 1.767
C2 0.428 1.039 -0.180
H7 -1.995 -0.209 -2.875
H8 2.751 -2.721 1.222
H9 -0.580 2.766 0.897

Mulliken population analysis, charges in e, atoms 1 to 6: 0.217 0.264 -0.606 0.224 0.247 -0.695

---

## ii
Here is a cluster of 3 separate species, C2H9O2S in total from the Open Molecules 2025 dataset. Energies are from ωB97M-V/def2-TZVPD.

Calculated values
- Net charge: -1
- HOMO-LUMO gap: 7.06 eV
- HOMO: -3.05 eV

CARTESIAN COORDINATES (ANGSTROEM)
H1 -1.530 -0.607 1.915
H2 -2.698 -0.126 2.877
H3 3.010 0.610 0.324
O1 -1.998 -0.777 2.739
O2 -3.093 -0.198 -0.875
H4 0.783 0.831 -1.855
H5 -2.135 -0.233 -0.629
H6 -3.096 -1.176 -1.160
S1 0.082 -0.593 0.156
H7 2.777 -0.804 -0.648
H8 3.120 0.580 -1.436
C1 2.579 0.233 -0.597
H9 1.114 1.651 -0.118
C2 1.085 0.608 -0.696

Mulliken population analysis, charges in e, atoms 1 to 6: 0.293 0.283 0.242 -0.635 -0.660 0.195

---

Which structure is the least stable? The one labeled ii.

---

## i
Here is the ion C6H12N3 with charge +1 from the Open Molecules 2025 dataset. Energies are from ωB97M-V/def2-TZVPD.

Calculated values
- Net charge: +1
- HOMO-LUMO gap: 10.62 eV
- HOMO: -14.16 eV

CARTESIAN COORDINATES (ANGSTROEM)
H1 0.712 0.814 2.515
H2 1.051 -0.800 2.408
H3 -1.697 -0.212 -1.341
H4 2.775 0.189 0.917
N1 -0.168 -0.831 -0.140
H5 -1.973 1.424 1.649
C1 0.248 -0.804 -2.353
N2 -0.900 -0.932 -1.279
H6 -0.039 -0.193 -3.248
C2 -1.361 1.185 0.773
H7 -1.434 -1.935 -1.335
N3 1.410 -0.180 -1.752
H8 1.859 1.533 0.676
C3 -0.607 -0.113 1.037
C4 1.752 0.473 0.717
H9 -2.244 0.998 0.008
H10 -1.225 -0.779 1.612
C5 1.118 -0.130 -0.511
H11 -0.625 1.897 0.564
H12 0.604 -1.697 -2.717
C6 0.743 0.092 1.801

Mulliken population analysis, charges in e, atoms 1 to 6: 0.419 0.334 0.327 0.371 -0.177 0.362

---

## ii
Here is the ion C6H12N3 with charge +1 from the Open Molecules 2025 dataset. Energies are from ωB97M-V/def2-TZVPD.

Calculated values
- Net charge: +1
- HOMO-LUMO gap (alpha / beta): 8.22 / 8.22 eV
- HOMO (alpha / beta): -12.90 / -12.90 eV

CARTESIAN COORDINATES (ANGSTROEM)
C1 -1.582 0.365 -0.016
N1 -1.021 1.462 0.050
C2 -3.003 0.661 -0.413
C3 1.664 2.277 0.254
H1 -0.996 -1.631 -0.720
H2 2.733 0.250 -1.169
H3 0.369 -0.749 1.935
C4 0.360 -1.017 0.809
H4 2.907 -0.617 0.278
C5 2.289 -0.465 -0.644
H5 2.828 2.184 0.100
H6 -3.564 0.898 0.485
H7 -3.437 -0.210 -0.996
H8 -2.884 1.636 -1.084
H9 2.243 -1.372 -1.298
C6 -1.012 -0.976 0.253
N2 0.926 1.229 0.217
N3 1.107 -0.011 0.051
H10 -1.716 -1.534 0.904
H11 1.246 3.205 0.189
H12 0.934 -1.980 0.633

Mulliken population analysis, charges in e, atoms 1 to 6: 0.762 -0.408 -0.989 -0.227 0.288 0.340

---

## iii
Here is the ion C6H12N3 with charge +1 from the Open Molecules 2025 dataset. Energies are from ωB97M-V/def2-TZVPD.

Calculated values
- Net charge: +1
- HOMO-LUMO gap: 8.47 eV
- HOMO: -12.50 eV

CARTESIAN COORDINATES (ANGSTROEM)
N1 -0.140 -1.516 0.745
H1 0.639 -2.262 0.405
H2 -0.752 0.662 -4.370
C1 -0.982 0.480 -2.085
H3 -0.039 -1.545 1.830
N2 0.703 -0.251 -3.299
H4 -1.144 0.910 1.925
H5 1.459 0.794 1.790
H6 -1.071 -1.712 0.408
C2 1.493 0.405 0.833
H7 2.244 -0.324 0.706
N3 -0.026 -0.054 -1.239
C3 0.144 -0.066 0.397
C4 -1.039 0.808 0.848
H8 -1.921 0.532 0.333
C5 0.897 -0.550 -2.071
H9 -1.685 1.091 -1.506
H10 -0.759 1.756 0.559
H11 1.833 -0.948 -1.671
C6 -0.453 0.404 -3.334
H12 1.750 1.085 0.102

Mulliken population analysis, charges in e, atoms 1 to 6: -0.184 0.436 0.381 -0.282 0.421 -0.534

---

Which structure is the least stable? The one labeled ii.

---

## i
Here is a cluster of 2 separate species, C6H12N3 in total from the Open Molecules 2025 dataset. Energies are from ωB97M-V/def2-TZVPD.

Calculated values
- Net charge: +1
- HOMO-LUMO gap: 7.87 eV
- HOMO: -12.39 eV

CARTESIAN COORDINATES (ANGSTROEM)
H1 1.119 -0.033 -1.667
N1 -1.987 0.067 -0.406
H2 -0.533 -2.337 -0.549
C1 1.736 0.913 0.204
C2 1.341 0.986 -1.181
C3 -0.518 0.220 1.201
H3 1.550 1.800 1.008
C4 -1.215 -0.677 0.373
H4 0.541 1.757 -1.361
H5 -2.237 -2.712 0.265
H6 -0.711 -2.522 1.247
H7 2.532 -0.869 -0.261
H8 -2.642 -0.194 -1.198
N2 -0.909 1.511 0.811
N3 2.359 -0.208 0.445
H9 2.114 1.385 -1.817
H10 -2.180 2.186 -0.673
H11 0.151 0.068 1.988
C5 -1.245 -2.207 0.381
C6 -1.715 1.382 -0.205
H12 2.449 -0.516 1.395

Mulliken population analysis, charges in e, atoms 1 to 6: 0.366 -0.004 0.225 0.259 -1.096 -0.623

---

## ii
Here is the ion C6H12N3 with charge +1 from the Open Molecules 2025 dataset. Energies are from ωB97M-V/def2-TZVPD.

Calculated values
- Net charge: +1
- HOMO-LUMO gap (alpha / beta): 8.17 / 8.17 eV
- HOMO (alpha / beta): -12.43 / -12.43 eV

CARTESIAN COORDINATES (ANGSTROEM)
H1 2.184 2.140 0.640
C1 -2.573 1.270 0.378
H2 -2.101 -1.597 0.618
H3 -0.541 -2.197 1.223
H4 -3.237 0.619 -0.350
H5 3.664 1.965 -0.206
C2 0.903 -1.490 -1.007
C3 -1.145 -1.958 0.241
N1 -0.382 -0.908 -0.470
H6 3.327 1.062 1.299
H7 -0.866 2.345 -0.228
H8 -3.157 2.079 0.529
H9 0.951 -1.469 -2.031
H10 0.916 -2.432 -0.521
C4 -0.389 0.368 -0.451
N2 -1.163 1.375 -0.126
C5 2.188 0.375 -0.268
N3 2.044 -0.831 -0.518
C6 3.005 1.377 0.352
H11 -2.539 0.745 1.337
H12 -1.090 -2.837 -0.440

Mulliken population analysis, charges in e, atoms 1 to 6: 0.257 -0.951 0.338 0.333 0.276 0.349

---

## iii
Here is the ion C6H12N3 with charge +1 from the Open Molecules 2025 dataset. Energies are from ωB97M-V/def2-TZVPD.

Calculated values
- Net charge: +1
- HOMO-LUMO gap: 7.82 eV
- HOMO: -11.74 eV

CARTESIAN COORDINATES (ANGSTROEM)
C1 -0.945 1.218 -0.812
H1 3.336 -1.190 1.119
N1 -1.329 -0.069 1.334
H2 3.239 -0.609 -0.575
H3 -0.437 2.113 -1.152
C2 2.958 -0.402 0.457
H4 0.261 -0.207 -1.807
N2 -2.323 1.456 -0.294
C3 1.504 -0.170 0.523
H5 -1.176 0.266 -2.722
H6 -0.725 -1.597 2.546
H7 -2.699 2.400 -0.264
C4 -0.413 -0.886 1.794
H8 -2.240 -0.175 1.780
H9 -1.321 -0.837 -1.336
H10 3.442 0.544 0.707
H11 1.452 -1.585 2.023
C5 -1.215 1.114 0.627
N3 0.909 -0.912 1.458
H12 -3.025 0.768 -0.571
C6 -0.798 0.034 -1.726

Mulliken population analysis, charges in e, atoms 1 to 6: 0.352 0.308 0.013 0.259 0.375 -1.041

---

Which structure is the least stable? The one labeled iii.